Here is a molecular structure, C13H27N4O3PPdS2 from the Open Molecules 2025 dataset. Energies are from ωB97M-V with the def2-TZVPD basis set.

## Properties
electronic energy	-2221.9397	Ha
maximum force	0.56	eV/Å
ΔE to the lowest compared entry with this formula, charge and spin	21.37	kJ/mol
Kohn-Sham gap	7.02	eV
2S+1	1
HOMO level	-6.434	eV

```
51
Properties=species:S:1:pos:R:3:forces:R:3
Pd -0.75777 0.73316 -0.17800 0.1 -0.5 0.2
C 2.00312 -0.20614 2.22352 0.1 0.0 0.1
C 2.01262 -1.26482 1.11233 0.1 -0.2 -0.1
N 1.50467 -0.81872 -0.17103 -0.1 0.2 0.1
C 2.37115 -0.05330 -1.03633 0.1 0.0 -0.1
C 2.71168 1.35909 -0.55541 0.1 -0.1 -0.1
S 1.32471 2.45759 -0.12823 -0.2 0.1 -0.1
C 1.66151 2.82928 1.60907 0.1 0.0 0.1
C 0.90871 1.96616 2.63612 0.0 0.1 0.1
N 0.80494 0.58709 2.25015 -0.1 -0.1 -0.1
H 2.85150 0.46854 2.09045 0.0 0.0 0.0
H 2.20298 -0.73518 3.16920 0.0 0.0 0.0
H 1.38588 -2.10325 1.42487 0.0 0.0 0.0
H 3.04443 -1.65131 1.04117 0.0 0.0 0.0
H 1.08762 -1.58310 -0.67836 0.0 0.0 -0.1
H 1.87329 0.01016 -2.00590 0.0 0.0 0.0
H 3.34419 -0.55080 -1.20705 0.0 0.0 0.0
H 3.27940 1.84169 -1.35367 -0.1 0.0 0.0
H 3.37622 1.32925 0.30586 0.0 0.0 0.0
H 1.39015 3.87549 1.75678 0.0 0.0 0.0
H 2.74246 2.78267 1.75323 0.0 -0.1 0.0
H -0.11114 2.33990 2.73738 0.0 0.0 -0.1
H 1.41831 2.12204 3.60345 0.0 0.0 0.0
H -0.01108 0.12985 2.63013 0.0 0.0 0.0
C -0.66998 -1.45884 -4.26122 0.0 0.0 0.1
O -0.35102 -0.91654 -2.97467 0.1 -0.1 -0.2
P -1.43775 -0.06152 -2.12129 -0.2 0.1 0.0
O -2.09018 0.93457 -3.22809 0.0 0.1 -0.1
C -1.56990 2.26289 -3.30890 0.0 0.0 0.0
O -2.73710 -1.06217 -2.15368 0.1 -0.1 0.0
C -2.54561 -2.31573 -1.47886 -0.2 0.1 0.0
H 0.26651 -1.79375 -4.70250 0.0 0.0 0.0
H -1.12977 -0.69917 -4.89196 0.0 0.0 0.0
H -1.34963 -2.30579 -4.15908 0.0 0.0 0.0
H -2.36493 2.89726 -3.69732 0.0 0.0 0.0
H -0.71724 2.29486 -3.98982 0.0 0.0 0.0
H -1.26175 2.61849 -2.32081 0.0 0.0 -0.1
H -3.52082 -2.79529 -1.42797 0.0 0.0 0.0
H -2.17390 -2.14961 -0.46605 0.0 0.0 0.0
H -1.86170 -2.94987 -2.04573 0.0 0.0 0.0
S -2.56340 -0.22796 1.62845 0.2 0.2 -0.1
C -2.65821 1.19717 0.68154 0.1 0.3 0.3
N -3.64331 1.27375 -0.31735 -0.2 -0.1 0.0
C -4.06583 2.42212 -0.86406 0.1 0.1 0.0
C -3.58469 3.61003 -0.40789 0.0 -0.3 0.0
C -2.64936 3.52272 0.65913 0.0 0.2 -0.1
N -2.22956 2.42563 1.20982 0.0 -0.2 -0.1
H -3.95564 0.38400 -0.68047 0.0 0.0 0.0
H -4.79098 2.32764 -1.66083 0.0 0.0 0.0
H -3.92210 4.54946 -0.81149 0.0 0.0 0.0
H -2.24553 4.44330 1.07539 0.0 0.0 0.0
```
Positions in Å, forces in eV/Å.


Here is a molecular structure, C17H17LaN at a distorted geometry from the Open Molecules 2025 dataset. Energies are from ωB97M-V with the def2-TZVPD basis set.

## Properties
electronic energy	-744.1404	Ha
maximum force	6.36	eV/Å
ΔE to the lowest compared entry with this formula, charge and spin	0.00	kJ/mol
Kohn-Sham gap (alpha / beta)	5.32 / 6.33	eV
charge	-1
2S+1	1
HOMO level (alpha / beta)	-2.718 / -3.875	eV

```
36
Properties=species:S:1:pos:R:3:forces:R:3
C -0.58364 1.01090 -2.17126 0.7 0.9 0.9
C 0.82279 1.02614 -1.86001 -0.6 0.8 0.2
C 1.00165 1.79144 -0.65403 0.1 -0.4 -0.7
C -0.27689 2.23149 -0.22411 -0.3 0.4 -0.1
C -1.25656 1.74005 -1.12887 0.6 0.8 -1.1
La -0.33000 -0.61209 0.02417 -3.6 5.0 1.6
N -3.52867 0.12513 -0.20943 1.0 -0.9 0.1
C 0.75682 -2.53006 -0.18246 0.1 -4.9 -0.5
C 1.90912 -2.07570 -0.82146 1.9 0.0 -0.6
H 1.97426 2.04599 -0.19900 -0.7 -0.3 -0.2
H 1.61255 0.59503 -2.46556 -0.1 0.0 0.2
H -0.47804 2.90086 0.63491 0.2 -0.7 -0.6
H -2.31501 1.99780 -1.13706 0.4 -0.4 0.3
H -1.03765 0.64096 -3.08627 0.1 -0.1 0.3
H 1.98067 -1.84304 -1.90227 -0.3 -0.2 0.8
H 0.81366 -3.12119 0.74804 0.1 0.1 -0.4
H -3.96911 -0.73874 -0.57644 -0.1 0.1 0.0
H 2.90214 -2.22943 -0.33101 -1.0 0.3 -0.4
H -0.19563 -2.79311 -0.78943 1.4 -0.4 0.4
C 2.18286 0.26959 5.75820 -0.4 0.0 -0.4
C 2.66052 0.21756 4.41968 -0.9 0.0 -0.6
C 1.76458 0.16053 3.34694 0.0 0.0 0.8
C 0.34765 0.16985 3.57344 -0.4 0.1 2.2
C -0.64687 0.07607 2.58583 0.8 -0.5 -2.7
C -1.99127 0.11539 2.84550 -0.3 0.0 1.3
C -2.44043 0.25950 4.20074 0.8 0.0 0.0
C -1.50628 0.31469 5.21954 -0.6 0.0 -0.3
C -0.11506 0.25592 4.95429 0.4 0.0 -1.0
C 0.81939 0.28998 6.00202 0.9 0.1 0.5
H 2.90142 0.30329 6.57752 -0.2 0.0 -0.1
H 3.72935 0.23247 4.22608 -0.1 0.0 0.0
H 2.12623 0.11897 2.31041 -0.1 0.0 0.4
H -2.74223 0.02408 2.04528 0.3 0.1 0.2
H -3.49906 0.31132 4.42694 0.0 0.0 0.0
H -1.81371 0.41207 6.26265 0.0 0.0 -0.2
H 0.44644 0.35746 7.03089 0.2 -0.1 -0.3
```
Positions in Å, forces in eV/Å.


Here is a single C4H12N2 molecule at a distorted geometry from the Open Molecules 2025 dataset. Energies are from ωB97M-V with the def2-TZVPD basis set.

## Properties
electronic energy	-269.0920	Ha
maximum force	1.64	eV/Å
ΔE to the lowest compared entry with this formula, charge and spin	63.95	kJ/mol
Kohn-Sham gap	10.42	eV
2S+1	1
HOMO level	-9.287	eV
SMILES	NCCCCN

```
18
Properties=species:S:1:pos:R:3:forces:R:3
N 2.44218 -0.08530 -0.44705 -0.8 0.3 0.6
C 1.30218 -0.92759 0.01051 0.3 0.0 -1.0
C 0.35483 -0.16422 0.94562 1.0 0.0 -1.3
C -0.36584 0.97532 0.22406 -1.0 0.3 0.6
C -1.39902 0.51714 -0.79734 -0.4 0.6 -0.5
N -2.59650 -0.02871 -0.09963 1.1 0.1 -0.3
H 3.32331 -0.54407 -0.32124 0.4 -0.3 0.1
H 2.46144 0.74851 0.13295 0.2 0.0 -0.1
H 0.81459 -1.22268 -0.92289 -0.4 -0.2 0.2
H 1.63550 -1.85959 0.47551 0.1 0.1 0.2
H 1.05302 0.26242 1.67247 -0.6 -0.2 0.6
H -0.34587 -0.89111 1.34347 0.0 0.1 0.6
H -0.98776 1.53030 0.93923 0.4 0.1 0.2
H 0.34693 1.69300 -0.17756 0.0 -0.1 -0.3
H -0.90408 -0.10661 -1.55074 -0.3 -0.5 0.1
H -1.81120 1.36103 -1.35940 0.5 0.2 0.0
H -2.23441 -0.59930 0.63797 -0.1 -0.5 0.6
H -3.08931 -0.65854 -0.70596 -0.3 -0.2 -0.3
```
Positions in Å, forces in eV/Å.


Here is a single C4H5BrN2 molecule at a distorted geometry from the Open Molecules 2025 dataset. Energies are from ωB97M-V with the def2-TZVPD basis set.

## Properties
<S²>	2.0261
electronic energy	-2838.7196	Ha
maximum force	2.90	eV/Å
ΔE to the lowest compared entry with this formula, charge and spin	6.15	kJ/mol
Kohn-Sham gap (alpha / beta)	6.25 / 6.83	eV
2S+1	3
HOMO level (alpha / beta)	-6.271 / -9.496	eV

```
12
Properties=species:S:1:pos:R:3:forces:R:3
C -0.22677 -1.29040 0.77932 -2.4 0.8 1.3
C -1.07068 -0.09197 0.96963 -0.8 -2.7 0.9
C 0.83724 -0.63779 -1.09896 0.0 -0.5 -0.2
C 1.16075 0.63097 -0.81052 0.8 1.3 -1.8
N 0.52132 -1.57920 -0.22780 1.1 0.6 -1.9
N -0.62296 1.06560 0.71595 0.0 2.3 -1.2
Br -1.68631 2.71972 0.51994 0.5 -1.6 0.3
H -0.37920 -2.07658 1.48560 -0.1 -0.3 0.6
H -2.03534 -0.35615 1.44930 0.5 0.7 0.2
H 0.75562 -0.68094 -2.16000 -0.3 -1.6 -0.8
H 1.49285 1.02819 0.06163 1.0 0.7 2.4
H 1.25347 1.26854 -1.68408 -0.3 0.3 0.2
```
Positions in Å, forces in eV/Å.


Here is a molecular structure, C12H10Cl2N2O3Zr from the Open Molecules 2025 dataset. Energies are from ωB97M-V with the def2-TZVPD basis set.

## Properties
electronic energy	-1765.5063	Ha
maximum force	0.99	eV/Å
ΔE to the lowest compared entry with this formula, charge and spin	0.00	kJ/mol
Kohn-Sham gap	6.38	eV
charge	+2
2S+1	1
HOMO level	-15.048	eV

```
30
Properties=species:S:1:pos:R:3:forces:R:3
Zr -1.12051 0.35881 1.03871 0.3 0.8 -0.4
N -0.44806 0.82837 3.27637 0.1 -0.2 -0.1
C 0.93289 0.22756 3.53260 0.0 0.1 0.0
C 1.01553 -1.28008 3.17372 0.1 0.0 0.0
C 0.24709 -1.35709 1.90388 0.0 0.1 0.0
O 0.65737 -0.65992 0.87621 -0.2 0.2 0.3
O -0.98986 -1.62872 1.90739 0.0 -0.3 0.1
H -0.38988 1.82143 3.50700 0.0 0.0 0.0
H -1.09498 0.44013 3.96598 0.0 0.0 0.0
H 1.20083 0.37475 4.57663 0.0 0.0 0.0
H 1.63346 0.78587 2.91502 0.0 0.0 0.0
H 0.55386 -1.91382 3.92742 0.0 0.0 0.0
H 2.06402 -1.54401 3.04488 0.0 0.0 0.0
Cl -0.99375 4.72856 -1.37675 0.0 0.0 0.0
C -1.93976 3.37542 -1.78964 -0.1 0.1 -0.2
C -2.79091 3.42944 -2.92458 0.1 0.0 0.2
C -3.55225 2.35359 -3.27642 -0.1 0.0 -0.1
Cl -4.56098 2.43622 -4.65886 0.0 0.0 0.0
C -3.52206 1.14727 -2.50718 0.0 0.0 0.0
C -4.26224 -0.01214 -2.78450 0.0 0.0 0.0
C -4.14977 -1.12213 -1.96896 0.0 0.0 0.0
C -3.30676 -1.07621 -0.87193 0.0 0.0 0.1
N -2.57993 0.01203 -0.56422 -0.1 0.1 -0.1
C -2.68075 1.12207 -1.38634 -0.1 0.0 -0.1
C -1.88901 2.22975 -1.05017 0.1 -0.1 0.3
O -1.10584 2.02622 0.06561 -0.1 -0.5 0.1
H -2.81879 4.33929 -3.50741 0.0 0.0 0.0
H -4.91963 -0.03026 -3.64439 0.0 0.0 0.0
H -4.70694 -2.02533 -2.16886 0.0 0.0 0.0
H -3.19946 -1.93006 -0.21325 0.0 0.0 0.0
```
Positions in Å, forces in eV/Å.


Here is a molecular structure, C3H8O at a distorted geometry from the Open Molecules 2025 dataset. Energies are from ωB97M-V with the def2-TZVPD basis set.

## Properties
electronic energy	-194.1376	Ha
maximum force	11.02	eV/Å
ΔE to the lowest compared entry with this formula, charge and spin	520.89	kJ/mol
Kohn-Sham gap	9.93	eV
2S+1	1
HOMO level	-9.201	eV

```
12
Properties=species:S:1:pos:R:3:forces:R:3
C 1.52829 0.11417 0.01249 2.2 -1.5 3.9
C 0.16987 -0.45901 -0.32766 0.0 -0.7 7.3
C -0.99379 0.36140 -0.15281 -0.7 10.7 2.7
H 1.64560 0.35756 1.20337 -0.7 -0.5 -2.8
H 2.42940 -0.98594 0.04502 -2.4 4.0 -1.0
H 1.66385 1.16069 -0.48121 0.5 -2.4 0.3
H 0.13039 -0.64609 -1.23217 0.3 -2.4 -9.1
H -0.22244 -1.43399 0.14934 1.5 1.0 -0.1
H -0.84786 1.19090 0.90894 0.3 -2.4 -2.2
H -1.20513 1.45188 -0.87615 1.1 -3.6 1.1
H -2.07231 -0.98756 0.77453 -1.1 3.7 -3.5
O -2.22585 -0.12401 -0.02369 -1.0 -6.0 3.4
```
Positions in Å, forces in eV/Å.